No. 1
Computed, not measured: a structure of composition C10H15GaNO5S2, with wB97M-V/def2-TZVPD.

```
34
Properties=species:S:1:pos:R:3:forces:R:3
Ga 0.6970 0.6193 0.0205 -0.2815 -0.0433 -0.0147
C -0.7972 1.4952 1.0741 0.0389 0.2031 -0.0272
C -1.9054 0.7231 0.4739 -0.0896 0.0285 -0.0239
C -2.1799 -0.3333 1.2845 -0.0210 -0.0503 0.0166
C -1.3499 -0.2496 2.4726 -0.0035 -0.0623 0.0028
C -0.5627 0.8571 2.3849 -0.0663 0.0218 0.0878
C 0.3988 1.4006 3.3964 -0.0222 -0.0058 -0.0199
C -1.3246 -1.3026 3.5371 -0.0083 -0.0001 -0.0195
C -3.1319 -1.4519 0.9724 0.0313 0.0195 0.0091
C -2.5877 1.0652 -0.8181 0.0210 -0.0360 0.0327
C -0.7860 3.0116 0.9765 -0.0766 -0.0081 0.0360
H 0.0304 2.3399 3.8244 0.0049 -0.0067 -0.0071
H 1.3770 1.6009 2.9554 0.0112 -0.0040 -0.0068
H 0.5564 0.7004 4.2164 -0.0086 0.0033 -0.0084
H -2.3235 -1.4919 3.9420 0.0164 0.0010 -0.0046
H -0.6782 -1.0185 4.3666 -0.0085 -0.0028 -0.0047
H -0.9443 -2.2469 3.1358 -0.0048 0.0285 -0.0025
H -2.7736 -2.0513 0.1302 0.0102 0.0130 0.0210
H -4.1240 -1.0757 0.7084 0.0070 -0.0026 -0.0025
H -3.2476 -2.1254 1.8223 -0.0035 0.0155 -0.0047
H -3.5172 1.6181 -0.6421 0.0077 -0.0037 0.0078
H -2.8417 0.1680 -1.3877 0.0085 0.0137 0.0227
H -1.9598 1.6856 -1.4572 0.0026 0.0143 0.0029
H -1.6009 3.4360 1.5744 0.0163 -0.0145 0.0092
H -0.9068 3.3545 -0.0511 -0.0013 -0.0158 0.0213
H 0.1521 3.4318 1.3452 0.0001 -0.0119 -0.0014
O 0.6096 -1.3115 0.3336 0.3343 -0.0126 -0.0771
S 2.0990 -1.6615 0.4571 -0.1645 -0.2144 -0.1621
O 2.6007 -2.1652 -0.7966 0.0450 -0.0427 0.1950
O 2.3507 -2.4584 1.6296 -0.0302 0.1282 -0.0480
S 2.8370 0.2873 0.7193 0.0114 0.0276 -0.1331
O 0.4018 0.4659 -1.9769 0.3030 0.4076 0.3750
N 0.6841 1.6398 -2.3715 -0.0327 0.3345 0.0607
O 0.9700 2.4195 -1.4510 -0.0467 -0.7223 -0.3323
```
Forces are in eV/Å.

Properties
* Kohn-Sham gap: 7.871 eV
* LUMO level: 3.115 eV
* energy: -96389.9733 eV
* net charge: -1

***

No. 2
Computed, not measured: the ion C4H8I2NO3S with charge -1, with wB97M-V/def2-TZVPD.

```
19
Properties=species:S:1:pos:R:3:forces:R:3
C 0.2491 1.0148 1.5552 2.8842 1.3702 1.3995
C -0.3840 -0.8033 0.0422 -3.0132 -4.8989 -1.0165
C 1.3279 0.8701 -0.7535 1.4799 -0.6935 4.1705
C 0.1451 0.5336 0.1498 -1.1345 3.0186 -1.6256
N 2.6392 0.0488 -0.0078 -2.5693 1.3428 -0.7159
O -0.8486 3.1039 -0.1320 -0.5639 -2.3989 -0.8834
O -1.2876 1.4334 -1.9630 0.1789 0.3082 -0.2366
O -2.4806 1.1909 0.1882 2.0265 1.2750 -1.1827
S -1.2574 1.7105 -0.5357 -1.1788 0.1539 2.1176
I 2.9950 -1.6974 -0.9920 0.2890 -0.0656 -0.2163
I 4.1863 1.3046 0.2448 0.7075 0.3013 -0.0624
H 0.6184 2.0965 1.7408 -0.5948 -1.7341 -0.7990
H 0.9420 0.3575 2.0680 0.8238 -0.1117 0.1058
H -0.5781 0.8783 2.1862 -1.9067 -0.0106 0.0458
H -0.5222 -1.1847 -1.0324 1.3222 0.5391 1.0936
H -1.5595 -0.8293 0.1544 2.2716 0.2669 1.0957
H 0.1413 -1.6663 0.6856 -1.1336 2.0209 -1.3172
H 1.3794 0.5369 -1.7261 -0.5998 -0.8185 -2.0406
H 1.4456 1.9455 -0.6961 0.7112 0.1350 0.0678
```
Forces are in eV/Å.

Properties
* Kohn-Sham gap: 7.167 eV
* LUMO level: 1.753 eV
* energy: -38946.0653 eV
* net charge: -1

***

No. 3
Computed, not measured: a cluster of 6 separate species, C35H25F3O12 in total, with wB97M-V/def2-TZVPD.

```
75
Properties=species:S:1:pos:R:3:forces:R:3
O 0.2236 2.7865 -2.1351 -1.9993 1.1933 0.3047
C -0.8241 3.4113 -2.1887 1.6973 -1.1508 -0.1881
C -1.1750 4.8398 -1.9159 -0.4237 -0.1535 0.0931
C -2.0154 5.1493 -3.1531 -0.1499 0.3189 0.2241
C -2.8037 3.8373 -3.2783 0.3874 -0.3904 0.1154
C -4.2007 3.8472 -2.6292 -0.7382 0.0597 0.3644
F -4.3743 2.8104 -1.7671 0.0668 0.7929 -0.6817
F -4.4412 4.9926 -1.9230 0.0986 -0.9102 -0.4636
F -5.1645 3.7618 -3.5884 0.7024 0.0813 0.7817
O -1.9737 2.8291 -2.6626 0.2028 0.0650 -0.2802
H -1.9075 4.7918 -1.1083 0.2017 0.1185 0.3225
H -0.3941 5.5155 -1.5983 0.2969 -0.0464 -0.3597
H -2.6338 6.0176 -2.9562 -0.2112 -0.0150 -0.2378
H -1.4507 5.3223 -4.0648 0.2258 -0.0214 0.0428
H -2.9038 3.5095 -4.3088 -0.3388 0.1323 -0.0698
C 4.6527 0.0649 -0.0580 0.0237 -0.0535 -0.0192
C 4.6287 -0.7344 -1.1219 0.0362 -0.0071 0.0497
C 3.8050 -0.3883 -2.3096 0.0345 -0.0088 0.0141
O 3.7814 -1.1078 -3.2871 -0.0655 0.0966 -0.0706
C 3.0132 0.8661 -2.2671 -0.0010 -0.0099 -0.0021
C 3.0415 1.6600 -1.2016 0.0426 -0.0365 -0.0092
C 3.8649 1.3190 -0.0169 -0.0341 0.1018 0.0601
O 3.8872 2.0480 0.9552 -0.0319 -0.0255 0.0298
H 5.2375 -0.1611 0.8245 -0.0078 0.0218 0.0175
H 5.1871 -1.6628 -1.1767 -0.1050 0.1086 -0.0444
H 2.4162 1.0928 -3.1408 -0.0215 -0.0258 0.0058
H 2.4669 2.5740 -1.1497 -0.0308 0.0066 0.0096
C -8.1818 -1.5479 -1.2225 0.0056 -0.0286 0.0331
C -7.6105 -2.2454 -0.2448 -0.0274 0.0140 -0.0336
C -6.2719 -1.8778 0.2836 -0.0075 0.0059 -0.0061
O -5.7528 -2.5134 1.1745 0.0151 -0.0167 0.0337
C -5.5965 -0.7023 -0.3210 -0.0014 0.0344 -0.0250
C -6.1675 -0.0035 -1.2983 0.0113 -0.0480 0.0320
C -7.5059 -0.3709 -1.8257 0.0035 -0.0125 0.0138
O -8.0285 0.2654 -2.7142 -0.0164 0.0213 -0.0331
H -9.1559 -1.7964 -1.6240 -0.0005 0.0204 -0.0179
H -8.0835 -3.1056 0.2113 0.0214 -0.0074 0.0171
H -4.6217 -0.4536 0.0792 0.0030 -0.0224 0.0101
H -5.6929 0.8551 -1.7520 -0.0237 0.0139 -0.0289
C 6.1681 -5.6392 -3.1616 0.0094 -0.0315 -0.0316
C 6.1407 -6.4315 -4.2289 0.0095 0.0101 0.0384
C 5.3175 -6.0913 -5.4181 0.0095 0.0005 0.0203
O 5.2935 -6.8171 -6.3881 -0.0073 -0.0161 -0.0371
C 4.5316 -4.8344 -5.3695 -0.0114 0.0455 0.0296
C 4.5558 -4.0357 -4.3044 -0.0381 -0.0053 -0.0717
C 5.3778 -4.3832 -3.1169 -0.0596 0.0609 -0.0097
O 5.4032 -3.6669 -2.1380 0.0914 -0.1330 0.0528
H 6.7572 -5.8656 -2.2819 -0.0084 0.0275 0.0126
H 6.7064 -7.3526 -4.2867 -0.0102 -0.0078 -0.0271
H 3.9435 -4.6084 -6.2498 0.0039 -0.0201 -0.0141
H 3.9978 -3.1070 -4.2477 0.0988 -0.1065 0.0511
C -2.0508 2.7354 3.9115 -0.0306 0.0074 0.0173
C -2.3344 3.7033 3.0453 -0.0075 -0.0399 0.0143
C -1.3497 4.1295 2.0186 -0.1029 0.0646 0.0290
O -1.6217 5.0157 1.2325 0.0712 -0.0721 0.0106
C -0.0376 3.4422 1.9947 0.0385 0.0291 -0.0232
C 0.2495 2.4797 2.8665 -0.0352 0.1085 -0.0793
C -0.7345 2.0510 3.8877 0.0505 -0.0379 -0.0480
O -0.4679 1.1676 4.6735 -0.0998 0.0305 0.1138
H -2.7513 2.4041 4.6675 0.0191 -0.0188 0.0046
H -3.2851 4.2212 3.0410 0.0139 0.0202 -0.0275
H 0.6687 3.7707 1.2425 -0.0014 0.0000 -0.0176
H 1.2019 1.9724 2.8747 0.1193 -0.0931 -0.0048
C 2.2206 -3.7569 6.9688 0.0138 -0.0052 -0.0404
C 2.3853 -3.4587 5.6834 -0.0081 -0.0233 0.0331
C 1.9300 -2.1567 5.1317 0.0140 0.0089 -0.0092
O 2.0859 -1.8863 3.9600 0.0087 0.0055 -0.0059
C 1.2840 -1.2007 6.0663 0.0358 0.0124 0.0362
C 1.1224 -1.5015 7.3525 0.0071 -0.0098 -0.0427
C 1.5766 -2.8005 7.9058 -0.0015 0.0003 -0.0124
O 1.4317 -3.0754 9.0773 -0.0060 -0.0064 0.0390
H 2.5433 -4.6981 7.3954 -0.0082 0.0069 0.0269
H 2.8531 -4.1382 4.9822 -0.0066 0.0174 -0.0216
H 0.9582 -0.2611 5.6402 -0.0145 -0.0361 -0.0300
H 0.6548 -0.8218 8.0534 0.0018 -0.0105 0.0203
```
Forces are in eV/Å.

Properties
* Kohn-Sham gap: 8.146 eV
* LUMO level: -1.773 eV
* ΔE to the lowest compared entry with this formula, charge and spin: 0.0 kcal per mole
* SMILES: O=C1CC[C@H](C(F)(F)F)O1.O=C1C=CC(=O)C=C1.O=C1C=CC(=O)C=C1.O=C1C=CC(=O)C=C1.O=C1C=CC(=O)C=C1.O=C1C=CC(=O)C=C1
* energy: -69417.5598 eV
* net charge: 0